C7H10O2Si2 | wB97M-V/def2-TZVPD

The net charge is 0. As for the energy above the lowest of the compared OMol25 structures with the same formula, charge and spin: 139.1 kJ/mol. The value obtained for the total energy is -1002.221007 Ha. Its spin multiplicity is 1. For the HOMO energy, the calculation gives -8.80 eV.

CARTESIAN COORDINATES (ANGSTROEM)
H 3.917960 0.158586 1.835521
H -4.502086 0.163270 -2.534421
C 0.582238 -0.592048 2.055860
O -2.963830 -1.139932 -1.013505
O -2.774903 1.115906 -0.708485
C 0.249585 -0.323965 0.741264
C 0.671891 0.464664 -1.549198
C 2.528526 0.234136 0.236740
H -0.110065 -0.793854 2.823861
H 1.092858 1.440680 -1.891333
H 2.301502 -0.693977 3.473205
H -2.069108 0.150980 -2.902001
Si -3.189926 0.154611 -1.988721
C 1.940671 -0.534834 2.495069
H 3.280918 0.595735 -0.405894
C 1.146894 0.097921 -0.206606
H -0.365562 0.599717 -1.551992
Si -2.409375 -0.323651 0.305230
H 0.873872 -0.118216 -2.369383
C 2.830727 -0.055117 1.499029
H -3.032787 -0.600612 1.655761

Cartesian forces, eV/Å:
H -1.79 -0.55 -0.58
H -0.91 0.30 -0.44
C 2.54 -0.13 0.98
O -0.14 -2.69 0.92
O 0.08 -0.15 1.91
C -3.25 0.07 0.06
C 0.93 2.86 0.21
C -3.42 -0.16 -1.78
H -1.16 -0.43 0.47
H -0.18 -0.36 0.53
H -0.05 -0.26 0.97
H -0.01 0.21 -0.88
Si 1.33 0.23 0.75
C -1.40 1.21 -3.49
H 0.61 0.41 -0.86
C 1.63 -0.27 0.71
H -1.54 0.23 0.20
Si 2.80 1.87 -1.20
H 0.84 -2.21 -1.58
C 3.00 -0.44 3.83
H 0.09 0.27 -0.72

C5H9Cl2O3P | wB97M-V/def2-TZVPD

The net charge is 0. The SMILES is COC(OP(C)(C)=O)=C(Cl)Cl. As for the energy above the lowest of the compared OMol25 structures with the same formula, charge and spin: 80.0 kJ/mol. The value obtained for the total energy is -1683.342167 Ha. Its spin multiplicity is 1. For the HOMO energy, the calculation gives -8.03 eV.

CARTESIAN COORDINATES (ANGSTROEM)
Cl 2.830507 -0.791571 -2.414159
H 1.648596 2.236639 0.443867
H -2.681676 -0.982559 -2.388026
H -0.163647 -0.334348 3.230159
P -0.168254 0.879031 1.212453
H 0.632901 3.013395 1.527043
O -1.548027 1.256268 1.157931
Cl 0.529644 -2.399614 -3.433692
H 1.356578 -0.820771 2.049175
C 0.240926 -0.632928 2.264713
H -2.680541 -0.587125 -0.545524
H -0.422552 -1.360565 1.850562
O -0.858246 -1.416161 -1.246008
H 1.880600 1.915490 2.131019
C 0.331905 -0.764210 -1.324193
C -2.077921 -0.617815 -1.503614
O 0.543432 0.145247 -0.347331
C 1.162409 2.150111 1.350229
H -1.747136 0.336725 -1.689873
C 1.190504 -1.225237 -2.324730

Cartesian forces, eV/Å:
Cl 0.28 0.09 -0.14
H 1.00 -0.01 -1.97
H 0.94 -0.03 1.11
H 0.81 -0.38 0.49
P 4.48 -3.73 -1.76
H -0.95 2.27 0.73
O -1.98 0.95 -0.11
Cl 0.65 0.36 0.09
H -1.87 0.04 1.00
C 0.71 2.44 -1.59
H 0.56 -0.24 -1.25
H -0.12 -0.83 -0.30
O -1.17 0.25 -0.30
H -0.17 -0.05 0.14
C -0.21 -1.05 -0.49
C -0.60 -2.14 1.14
O 0.37 1.08 0.44
C -1.03 -2.42 1.08
H 0.47 2.42 -0.55
C -2.16 0.96 2.26

H34O16S2 | wB97M-V/def2-TZVPD

The net charge is 0. As for the energy above the lowest of the compared OMol25 structures with the same formula, charge and spin: 200.1 kJ/mol. The value obtained for the total energy is -2020.499811 Ha. Its spin multiplicity is 1. For the HOMO energy, the calculation gives -9.58 eV.

CARTESIAN COORDINATES (ANGSTROEM)
H -0.813392 0.505461 1.651516
H 1.056128 -3.154110 0.227645
H -0.372508 2.409227 -0.709846
O -0.938502 -2.031046 3.540494
H 0.369382 -0.663283 -0.604914
H 2.130556 -1.759357 1.782477
H -3.488240 -3.623741 -1.712005
H 3.841253 -2.238403 -1.846331
O -0.452011 1.167434 2.219480
H -3.416952 -2.551835 -0.460014
H -1.663854 2.716573 -1.156909
H -2.239473 3.749442 1.166013
H -2.027862 -2.065777 1.820447
H -1.351953 2.446836 1.159457
H 2.304937 1.565275 -3.432230
H 4.661763 2.132130 -0.317543
O 0.361860 4.940313 0.702502
H -2.821033 -0.378056 -1.793470
O 0.989492 1.954442 0.318352
O 2.029095 -0.951023 2.492766
S -3.663673 -0.621940 3.236550
H -0.431840 4.577428 0.093970
O 0.023661 -4.370887 0.494896
H -1.095027 -2.201405 4.425091
H -0.047314 -1.610062 3.475762
H 3.307336 2.351772 0.267193
H 3.010061 1.125229 -2.182140
H 0.205035 0.877649 2.817796
H 1.168558 2.244079 1.273713
O 1.679182 -2.428193 0.346540
O -0.265827 -0.031083 -0.912685
H 1.108464 4.629592 0.185197
O 2.976818 0.941767 -3.005839
H 2.834220 -1.393153 -2.562220
H 2.435987 -0.255334 2.186585
H -0.040477 0.277580 -1.809603
O -2.920050 -3.177621 -1.084861
H -0.745502 1.456246 -2.723634
H 2.014537 -2.436513 -0.589082
S -3.303583 -2.072803 1.815231
H 0.134768 -4.624123 1.375340
H -0.997628 -4.233099 0.384226
O -2.101031 2.885142 0.873404
O -3.217131 -0.838122 -2.532968
H -3.720061 0.616168 2.674189
O -0.276783 0.997973 -3.364019
O 3.004887 -2.283558 -2.389061
H -2.626449 -1.497297 -2.811073
O -0.730356 2.823570 -1.526439
O 4.132804 2.013845 0.446386
H 0.716136 1.067991 0.286038
H -0.728405 1.018657 -4.212369

Cartesian forces, eV/Å:
H 0.02 -1.29 -0.07
H -0.87 -0.64 0.80
H 1.16 0.43 -0.63
O 2.09 0.84 -2.78
H 0.65 -0.98 -0.07
H -0.41 2.94 1.80
H -0.59 0.25 0.20
H -1.19 -0.25 -0.97
O -1.31 1.84 0.19
H 0.50 -1.39 -1.79
H 0.98 0.80 -1.12
H 0.31 1.77 1.15
H 1.95 0.06 0.10
H 2.59 -0.59 1.80
H 1.24 -1.46 1.06
H 0.77 0.26 -1.09
O -2.86 -1.21 -1.98
H 0.38 -0.13 0.15
O 2.33 3.51 1.53
O -3.51 -8.24 1.24
S -0.24 0.03 0.57
H 2.67 1.16 1.95
O -3.54 0.58 -2.51
H -0.44 -0.44 2.81
H -0.75 -0.49 0.15
H -3.06 1.16 -0.78
H 0.21 2.21 9.03
H 0.79 -1.28 0.70
H -0.82 -0.93 -2.21
O 0.80 0.46 -2.14
O -0.82 0.51 0.36
H 0.24 0.01 -0.09
O -1.57 -0.94 -9.86
H -0.57 2.62 -0.87
H 3.70 5.68 -2.81
H 0.29 -0.74 0.13
O 0.30 0.74 1.70
H -1.81 2.49 1.59
H 0.42 0.46 0.87
S -2.51 0.65 -0.28
H 0.27 -0.70 2.35
H 2.73 -0.32 0.07
O -3.26 -0.99 -2.58
O -1.78 1.76 -0.03
H 0.18 -0.61 -0.60
O 2.12 -2.01 -2.59
O 1.73 -2.18 1.89
H 1.39 -1.30 -0.19
O -2.41 -0.65 1.53
O 2.20 -1.51 1.79
H -0.55 -1.96 0.21
H -0.19 -0.03 0.31

C6H13N2O3PS | wB97M-V/def2-TZVPD

The net charge is 0. The SMILES is COCC(=O)N1CCCN[P@@]1(O)=S. As for the energy above the lowest of the compared OMol25 structures with the same formula, charge and spin: 99.1 kJ/mol. The value obtained for the total energy is -1311.178081 Ha. Its spin multiplicity is 1. For the HOMO energy, the calculation gives -8.68 eV.

CARTESIAN COORDINATES (ANGSTROEM)
H -3.532170 -0.094989 1.405845
O 1.382986 -2.256768 -0.338475
O 2.342539 0.858850 0.533026
H 3.789028 2.160373 1.307404
C -2.424282 -1.575072 0.218148
H -1.117623 -1.124072 1.757717
H -2.774537 1.822172 -0.040010
H -0.599178 -2.442391 0.695905
H 2.215716 0.352753 -1.433781
H 4.444013 1.068692 0.355258
S 0.036233 2.670276 0.683358
C -3.217072 -0.214812 0.378463
P -0.515306 1.052656 -0.237509
H -0.646722 0.566507 -2.405458
O -0.206968 1.235816 -1.846283
C 2.293221 -0.116960 -0.488500
C -1.035901 -1.440477 0.764368
H -2.418043 -1.773812 -0.899275
C 3.510269 1.620933 0.445582
H 3.262742 -0.766312 -0.281566
H -4.084198 -0.496466 -0.353106
H 3.582648 2.239100 -0.432409
N -2.494706 0.777498 -0.335478
H -2.946195 -2.454717 0.694949
C 1.208314 -1.077241 -0.196123
N -0.054802 -0.591532 0.047960

Cartesian forces, eV/Å:
H -0.04 0.56 0.23
O 0.40 -1.03 0.42
O 0.27 0.09 0.33
H -0.94 1.01 1.27
C -1.00 0.74 -1.27
H 0.19 0.46 1.73
H 0.58 -3.06 -0.84
H 0.19 0.25 0.44
H 0.11 0.16 -1.32
H -0.03 -1.27 -0.22
S -0.68 -1.01 -0.29
C -1.03 -3.68 -2.47
P -3.12 -0.15 -1.08
H 0.09 0.26 0.46
O -0.24 -0.44 0.98
C 3.22 -1.12 2.83
C 0.79 -1.73 -1.44
H 0.22 0.04 1.21
C 1.26 -0.47 -0.90
H -1.71 1.13 -1.39
H 0.56 0.99 1.87
H -0.64 0.70 -0.43
N 3.40 4.78 0.82
H 0.50 1.10 -0.29
C -0.93 -0.33 -1.23
N -1.39 2.01 0.58

C6H13NO2 | wB97M-V/def2-TZVPD

The net charge is 0. As for the energy above the lowest of the compared OMol25 structures with the same formula, charge and spin: 543.5 kJ/mol. The value obtained for the total energy is -441.473007 Ha. Its spin multiplicity is 1. For the HOMO energy, the calculation gives -7.71 eV.

CARTESIAN COORDINATES (ANGSTROEM)
H 2.384946 -3.098483 0.197443
O 1.580198 -1.390982 1.874645
H -0.867679 1.467676 1.494104
C 1.101828 -1.456092 0.769636
N -1.957016 0.880272 -1.009504
H -1.884496 0.141262 2.063725
C 0.886551 1.358237 -0.660813
C -0.083336 0.212943 -0.734504
H -1.967488 0.707625 -2.019222
C -0.596587 -0.411229 0.434526
H 0.855766 -2.966977 -0.717141
H -0.000028 -0.416136 -1.617668
H -0.161083 0.201189 2.458419
H -2.501944 2.546118 -0.257749
O -1.880669 2.322400 -0.966314
H 0.370774 2.300690 -0.877479
H -1.264876 -1.250295 0.255012
H 1.345768 1.460741 0.325093
C 1.672564 -2.403968 -0.259779
C -0.897168 0.391505 1.672428
H 1.693411 1.225548 -1.383670
H 2.170563 -1.822043 -1.041190

Cartesian forces, eV/Å:
H -0.14 0.29 0.02
O -0.40 0.34 -0.88
H -0.05 -0.06 -0.19
C -1.59 0.49 1.77
N 2.68 0.32 -0.64
H 0.09 0.00 -0.05
C -0.05 -0.04 -0.01
C -3.37 2.17 -1.41
H -0.25 0.13 0.08
C 3.57 -3.13 1.82
H 0.06 0.05 -0.11
H 0.04 -0.05 0.15
H 0.02 -0.20 -0.04
H 0.24 -0.10 -0.16
O -0.37 -0.43 0.06
H 0.00 -0.10 -0.02
H -0.03 0.22 -0.13
H -0.14 -0.11 0.02
C -0.33 0.21 -0.33
C 0.14 0.06 0.09
H -0.09 0.05 -0.04
H -0.04 -0.12 -0.02

C18H28AuN | wB97M-V/def2-TZVPD

The net charge is +2. The expectation value of S² is 2.009. As for the energy above the lowest of the compared OMol25 structures with the same formula, charge and spin: 138.2 kJ/mol. The value obtained for the total energy is -892.392052 Ha. Its spin multiplicity is 3. For the HOMO energy (alpha / beta), the calculation gives -15.12 / -15.98 eV.

CARTESIAN COORDINATES (ANGSTROEM)
C -3.307230 0.410353 -0.561738
H -1.695010 0.319680 3.257509
C -2.057419 1.047173 -0.064527
H 5.001984 1.226579 -0.522425
H 1.804361 -1.136193 2.237372
H -1.611723 -2.641104 0.400395
C -0.947551 -3.825342 2.106486
N 0.091192 -1.825682 1.284843
H -0.244503 3.118375 3.238704
H 2.645846 1.056434 0.301560
C 3.014115 0.339212 -0.446318
C -1.143520 1.861544 -0.850668
H 2.161900 -1.151904 -1.689652
H -3.242747 0.199779 -1.635912
C 0.053196 -3.952763 3.074994
H -1.860632 3.106422 -2.441233
H 1.829686 -2.996069 3.916300
H -0.321991 2.302670 -2.784505
H 1.236623 2.646116 2.389465
H 0.523254 4.453913 -0.377351
C 1.034042 -1.918442 2.237031
H -1.828302 1.375801 -2.817245
C -0.225522 2.483796 0.067711
H 0.281672 1.425994 3.238132
H 0.051051 -4.795999 3.774159
C 4.193522 0.966765 -1.215400
H 3.899524 1.882225 -1.746101
H 1.294583 3.142723 -1.276786
C 0.865451 3.410433 -0.303934
H -2.902778 -0.341604 2.142842
H -4.196831 1.044551 -0.402129
H -3.170521 1.241722 2.900445
C -0.881402 -2.751164 1.212077
H 1.680521 3.386249 0.429348
C 1.048138 -2.975943 3.155891
C -1.705367 1.219635 1.316088
C 1.887013 -0.149074 -1.350647
C -1.294221 2.175428 -2.292159
C 0.212313 2.332656 2.621188
H 0.290111 -0.959003 -1.909339
H 4.591202 0.261638 -1.955683
C -0.560683 2.053608 1.386993
H 1.756781 0.521526 -2.207589
H -1.775235 -4.527825 2.026938
H 3.391869 -0.527896 0.117446
C -2.403217 0.584196 2.459759
Au -0.020940 -0.174600 -0.456440
H -3.492605 -0.544774 -0.047913

Cartesian forces, eV/Å:
C 0.11 -0.55 -0.29
H -0.21 0.16 -0.16
C -0.61 0.93 -0.02
H -0.27 -0.14 -0.06
H -0.35 -0.39 0.10
H 0.27 -0.06 0.40
C 0.15 0.41 -0.29
N -0.20 0.34 -0.23
H -0.02 -0.13 -0.13
H 0.14 0.00 -0.07
C -0.32 -0.12 1.60
C -0.02 0.09 0.08
H -0.04 0.33 -0.30
H -0.07 0.09 0.24
C -0.09 0.12 0.07
H 0.11 -0.16 0.13
H -0.25 -0.15 -0.25
H -0.20 0.05 0.15
H -0.27 0.05 0.06
H -0.07 -0.22 0.04
C -0.08 -0.39 0.17
H 0.09 0.22 0.10
C -0.08 0.11 -0.94
H -0.15 0.24 -0.05
H -0.04 0.37 -0.30
C -0.31 -0.05 -0.50
H 0.02 -0.22 0.12
H -0.17 0.11 0.09
C 0.46 -0.07 -0.06
H 0.05 0.30 0.10
H 0.37 -0.05 0.08
H 0.23 -0.08 -0.19
C 0.11 -0.42 0.46
H -0.24 0.10 -0.11
C 0.00 0.45 -0.35
C -0.01 -0.33 0.27
C 1.33 -0.26 -2.08
C 0.04 -0.04 -0.49
C 0.35 -0.08 0.04
H -0.32 0.81 1.27
H -0.06 0.16 0.17
C -0.02 -0.42 0.83
H 0.14 -0.31 0.09
H 0.31 0.07 0.03
H -0.15 0.30 -0.05
C 0.03 -0.42 0.19
Au 0.34 -1.06 0.12
H -0.04 0.31 -0.07